1.
{
  "formula": "C5H10O",
  "method": "the ωB97M-V functional and the def2-TZVPD basis",
  "homo_ev": -7.85,
  "lumo_ev": 1.02,
  "gap_ha": 0.3263,
  "e_above_lowest_kcal_mol": 134.7,
  "fmax_ev_per_a": 0.50,
  "elements": ["O", "C", "H", "C", "H", "H", "H", "H", "H", "C", "H", "C", "H", "C", "H", "H"],
  "coordinates": [[0.550413, -0.050494, -0.934523], [-1.469492, -0.475075, 0.458529], [2.422801, -1.571404, -0.256293], [1.070560, -0.050971, 0.686497], [1.766699, 0.802514, 0.688196], [0.775463, -2.261685, -0.127955], [-1.323873, 2.023414, -0.699725], [-1.212331, -1.532820, 0.551341], [-0.849584, 2.267992, 0.992602], [1.399759, -1.527402, -0.626927], [1.408079, -1.696769, -1.711416], [-0.527737, 1.847994, 0.033053], [-1.930857, -0.158409, 1.400337], [-0.243649, 0.367579, 0.184534], [0.372648, 2.373484, -0.296706], [-2.208897, -0.357948, -0.341541]],
  "forces_ev_per_a": [[0.01, -0.09, -0.12], [0.00, -0.06, 0.00], [-0.18, 0.06, -0.01], [-0.03, 0.32, 0.22], [-0.11, -0.11, -0.02], [0.09, 0.16, -0.05], [0.10, -0.05, 0.11], [-0.02, 0.15, -0.01], [0.05, -0.07, -0.13], [0.11, -0.41, -0.27], [0.00, 0.04, 0.16], [0.02, 0.04, 0.01], [0.08, -0.03, -0.12], [-0.10, 0.10, 0.09], [-0.11, -0.08, 0.06], [0.10, 0.01, 0.09]],
  "nbo_charge": [-0.489, -0.625, 0.205, -0.151, 0.150, 0.210, 0.212, 0.218, 0.213, -0.299, 0.175, -0.612, 0.219, 0.137, 0.224, 0.212]
}

=====

2.
{
  "formula": "C5H10O",
  "method": "the ωB97M-V functional and the def2-TZVPD basis",
  "homo_ev": -9.76,
  "lumo_ev": 1.03,
  "gap_ha": 0.3966,
  "e_above_lowest_kcal_mol": 7.4,
  "fmax_ev_per_a": 0.48,
  "smiles": "CC[C@H](C)C=O",
  "elements": ["H", "O", "H", "C", "H", "H", "H", "C", "H", "C", "H", "C", "H", "H", "C", "H"],
  "coordinates": [[0.901446, -0.099836, -2.203400], [-1.727826, 0.416046, 2.136917], [-1.921270, 0.599182, -0.712110], [0.782540, 0.596883, -0.136960], [0.193337, -0.084841, 2.488088], [0.146950, -1.383818, 0.408829], [2.109543, -0.812791, -1.119702], [1.561139, 0.107089, -1.354137], [0.302482, 1.559916, -0.356611], [-0.305447, -0.380258, 0.349124], [-1.315260, -0.862151, -1.518549], [-0.653063, 0.007931, 1.769256], [1.492124, 0.787022, 0.680836], [2.291036, 0.858189, -1.673812], [-1.540015, -0.413857, -0.545546], [-2.344868, -0.989571, -0.078896]],
  "forces_ev_per_a": [[0.08, 0.04, 0.12], [0.42, -0.18, -0.14], [0.05, -0.14, 0.04], [0.05, 0.08, 0.05], [-0.12, 0.04, -0.04], [-0.04, 0.13, 0.03], [-0.09, 0.12, -0.05], [0.01, -0.04, -0.07], [0.06, -0.13, 0.03], [-0.05, 0.01, -0.02], [0.00, 0.08, 0.14], [-0.27, 0.09, 0.09], [-0.10, -0.04, -0.10], [-0.11, -0.12, 0.03], [-0.04, 0.00, -0.06], [0.13, 0.06, -0.07]],
  "nbo_charge": [0.206, -0.521, 0.215, -0.384, 0.101, 0.214, 0.203, -0.604, 0.205, -0.331, 0.210, 0.456, 0.202, 0.214, -0.611, 0.225]
}

=====

3.
{
  "formula": "C5H10O",
  "method": "the ωB97M-V functional and the def2-TZVPD basis",
  "homo_ev": -9.45,
  "lumo_ev": 1.17,
  "gap_ha": 0.3905,
  "e_above_lowest_kcal_mol": 36.4,
  "fmax_ev_per_a": 0.45,
  "smiles": "CO[C@@H]1C[C@H]1C",
  "elements": ["H", "H", "C", "O", "H", "C", "H", "H", "H", "H", "H", "C", "C", "H", "C", "H"],
  "coordinates": [[-1.139913, 1.754186, -1.175449], [0.961303, -0.720221, -1.175432], [-0.081809, 1.811062, -0.872768], [0.003412, -1.674034, 0.430725], [0.111479, 2.839854, -0.553480], [1.528833, 0.265971, 0.707096], [-1.698860, -2.744155, 0.328839], [0.510271, 1.603497, -1.773109], [-1.926646, -0.977224, 0.121637], [2.494088, 0.561865, 0.299456], [-0.546090, 0.799331, 1.021355], [0.194301, 0.800207, 0.220165], [-1.278700, -1.838410, -0.112777], [-1.236267, -1.937078, -1.209165], [0.643302, -0.582379, -0.136297], [1.562641, -0.003654, 1.762484]],
  "forces_ev_per_a": [[0.31, -0.02, 0.14], [-0.13, -0.08, 0.17], [0.09, 0.06, -0.04], [0.32, -0.10, 0.20], [0.04, -0.11, -0.06], [0.27, -0.16, 0.13], [-0.02, 0.12, -0.13], [0.01, 0.10, 0.23], [0.11, -0.20, -0.02], [-0.32, 0.16, -0.03], [0.14, 0.05, -0.13], [-0.40, -0.09, -0.06], [-0.42, -0.04, -0.15], [-0.04, -0.08, 0.17], [0.07, 0.25, -0.18], [-0.03, 0.14, -0.25]],
  "nbo_charge": [0.211, 0.172, -0.605, -0.520, 0.210, -0.431, 0.193, 0.206, 0.164, 0.216, 0.216, -0.257, -0.246, 0.163, 0.079, 0.228]
}

=====

4.
{
  "formula": "C5H10O",
  "method": "the ωB97M-V functional and the def2-TZVPD basis",
  "homo_ev": -8.59,
  "lumo_ev": 0.95,
  "gap_ha": 0.3508,
  "e_above_lowest_kcal_mol": 83.2,
  "fmax_ev_per_a": 2.16,
  "smiles": "CC1(CO)CC1",
  "elements": ["H", "C", "H", "H", "H", "C", "H", "H", "O", "H", "H", "H", "C", "H", "C", "C"],
  "coordinates": [[0.373698, -1.362160, -0.919205], [0.558099, -0.369166, 1.624788], [-1.826933, 0.452097, 0.888125], [-0.142222, 0.100228, -1.890048], [2.301641, 0.046062, -0.195981], [1.428788, 0.605218, -0.534012], [1.299055, 0.120468, 2.287357], [-1.537391, 1.395875, -0.643884], [-2.050212, -0.621879, -0.714358], [-0.326604, -0.556155, 2.243617], [1.653840, 1.517859, -1.068692], [-2.004366, -0.611747, -1.686824], [-1.335194, 0.495914, -0.065159], [0.999089, -1.341629, 1.356887], [0.410420, -0.296291, -1.033398], [0.198291, 0.425306, 0.350790]],
  "forces_ev_per_a": [[0.70, -0.36, -0.39], [-0.28, -0.17, -0.25], [-0.63, 0.59, 0.37], [0.02, -0.27, 0.44], [-0.11, 0.63, 0.53], [0.17, 0.17, -0.30], [-0.39, 0.12, -0.62], [-0.11, 0.13, 0.26], [0.53, 0.21, 0.26], [0.07, -0.07, -0.16], [-0.05, 0.04, -0.05], [0.25, 0.30, 0.66], [-0.11, 0.99, 0.90], [-0.16, 0.07, 0.12], [1.12, -0.77, -0.75], [-1.02, -1.60, -1.03]],
  "nbo_charge": [0.227, -0.616, 0.194, 0.194, 0.228, -0.406, 0.215, 0.183, -0.750, 0.213, 0.217, 0.461, -0.052, 0.199, -0.360, -0.147]
}

=====

5.
{
  "formula": "C5H10O",
  "method": "the ωB97M-V functional and the def2-TZVPD basis",
  "homo_ev": -9.49,
  "lumo_ev": 0.93,
  "gap_ha": 0.3831,
  "e_above_lowest_kcal_mol": 38.5,
  "fmax_ev_per_a": 0.67,
  "smiles": "C[C@H]1CCC1=O.[H][H]",
  "elements": ["C", "C", "O", "H", "H", "H", "H", "H", "C", "C", "H", "H", "H", "H", "H", "C"],
  "coordinates": [[0.661184, 1.480944, -0.472645], [-0.814742, 1.519921, -0.947644], [-1.815675, -0.710680, -0.366073], [0.188857, 0.589186, 1.481289], [1.350065, 1.215890, -1.280846], [1.030375, 2.379438, 0.026819], [0.828380, -1.779316, 0.984543], [2.248509, -0.725563, 0.817299], [1.260302, -0.956991, 0.405595], [-0.992614, 0.162549, -0.271000], [-1.664935, -2.686031, 0.922969], [1.394737, -1.307485, -0.624078], [-1.603523, -3.285296, 1.362820], [-1.013450, 1.541651, -2.022851], [-1.413290, 2.298096, -0.461501], [0.355817, 0.263688, 0.445307]],
  "forces_ev_per_a": [[0.18, 0.12, -0.03], [-0.10, 0.06, -0.09], [0.45, 0.49, 0.03], [-0.01, -0.03, -0.15], [-0.11, 0.03, 0.12], [-0.06, -0.14, -0.08], [0.06, 0.13, -0.09], [-0.14, -0.03, -0.05], [0.02, -0.06, 0.00], [-0.42, -0.35, -0.05], [0.00, -0.09, 0.06], [-0.02, 0.06, 0.14], [0.00, 0.02, -0.02], [0.02, -0.01, 0.16], [0.07, -0.12, -0.04], [0.05, -0.09, 0.08]],
  "nbo_charge": [-0.397, -0.527, -0.522, 0.229, 0.208, 0.213, 0.228, 0.214, -0.606, 0.622, 0.026, 0.209, -0.033, 0.233, 0.235, -0.331]
}

=====

6.
{
  "formula": "C5H10O",
  "method": "the ωB97M-V functional and the def2-TZVPD basis",
  "homo_ev": -9.55,
  "lumo_ev": 1.02,
  "gap_ha": 0.3885,
  "e_above_lowest_kcal_mol": 25.1,
  "fmax_ev_per_a": 0.45,
  "smiles": "CC1(C)CCO1",
  "elements": ["H", "H", "O", "H", "H", "H", "C", "C", "H", "C", "H", "C", "H", "H", "H", "C"],
  "coordinates": [[-1.674539, -0.363450, 1.089199], [2.207995, 0.567481, -0.554432], [-0.300994, -0.500935, -1.273871], [-1.357432, 1.272220, -1.503360], [1.833884, -1.564283, 0.584324], [0.890584, 1.739532, -0.759139], [-1.457795, 0.297364, -1.010478], [1.288189, 0.955317, -0.103595], [-2.401853, -0.169212, -1.313603], [0.250491, -0.155646, 0.040776], [0.472938, -1.551177, 1.731736], [0.752170, -1.440895, 0.680341], [1.546876, 1.424142, 0.856329], [0.260761, -2.229767, 0.111002], [-1.179251, 1.353973, 0.944655], [-1.132023, 0.365339, 0.480117]],
  "forces_ev_per_a": [[0.03, 0.11, -0.13], [-0.15, 0.04, 0.03], [0.14, 0.15, -0.07], [-0.19, -0.04, 0.01], [-0.09, 0.03, 0.01], [0.09, -0.11, 0.12], [-0.34, 0.28, -0.08], [0.02, 0.00, -0.06], [0.24, -0.03, 0.00], [0.20, -0.02, 0.09], [0.07, 0.19, -0.07], [0.01, -0.01, -0.03], [-0.12, -0.26, -0.12], [0.10, -0.21, 0.22], [0.10, -0.18, 0.00], [-0.09, 0.04, 0.10]],
  "nbo_charge": [0.209, 0.216, -0.544, 0.161, 0.211, 0.213, -0.061, -0.630, 0.180, 0.262, 0.213, -0.638, 0.212, 0.236, 0.207, -0.450]
}

=====

7.
{
  "formula": "C5H10O",
  "method": "the ωB97M-V functional and the def2-TZVPD basis",
  "homo_ev": -8.10,
  "lumo_ev": 1.14,
  "gap_ha": 0.3397,
  "e_above_lowest_kcal_mol": 63.4,
  "fmax_ev_per_a": 4.15,
  "smiles": "C1CCOCC1",
  "elements": ["C", "C", "O", "H", "H", "C", "H", "C", "H", "H", "H", "H", "H", "H", "C", "H"],
  "coordinates": [[-1.326443, 0.146813, -0.102837], [-0.547715, -1.042708, 0.465516], [0.638221, 1.396051, -0.732435], [-1.521982, -0.028412, -1.168721], [1.525734, 0.042301, 0.740245], [0.840098, -1.159418, -0.186806], [-0.310275, 1.683055, 1.065260], [1.571101, 0.533318, -0.205153], [-2.293495, 0.249706, 0.402110], [2.448712, 0.535542, -0.843696], [-0.464114, -0.924945, 1.561200], [1.433009, -1.951826, 0.326767], [-1.139852, 2.287081, -0.398145], [-1.128193, -1.965355, 0.314283], [-0.559205, 1.456396, 0.015720], [0.811423, -1.348666, -1.243377]],
  "forces_ev_per_a": [[-0.10, 0.00, -0.02], [0.15, 0.14, -0.16], [0.10, 0.30, 0.42], [-0.04, 0.04, 0.14], [1.11, 2.68, 2.21], [0.08, 0.65, -1.16], [-0.13, -0.05, -0.10], [-1.19, -3.87, -0.92], [0.08, -0.02, -0.05], [0.09, -0.17, 0.58], [0.15, 0.02, -0.29], [0.03, 0.90, -0.37], [0.10, -0.12, 0.08], [0.22, 0.16, 0.02], [-0.22, -0.03, 0.10], [-0.45, -0.62, -0.48]],
  "nbo_charge": [-0.427, -0.421, -0.521, 0.205, 0.219, -0.466, 0.164, -0.108, 0.209, 0.199, 0.193, 0.205, 0.192, 0.216, -0.066, 0.205]
}

=====

What did the second record say?
{
  "formula": "C5H10O",
  "method": "the ωB97M-V functional and the def2-TZVPD basis",
  "homo_ev": -9.76,
  "lumo_ev": 1.03,
  "gap_ha": 0.3966,
  "e_above_lowest_kcal_mol": 7.4,
  "fmax_ev_per_a": 0.48,
  "smiles": "CC[C@H](C)C=O",
  "elements": ["H", "O", "H", "C", "H", "H", "H", "C", "H", "C", "H", "C", "H", "H", "C", "H"],
  "coordinates": [[0.901446, -0.099836, -2.203400], [-1.727826, 0.416046, 2.136917], [-1.921270, 0.599182, -0.712110], [0.782540, 0.596883, -0.136960], [0.193337, -0.084841, 2.488088], [0.146950, -1.383818, 0.408829], [2.109543, -0.812791, -1.119702], [1.561139, 0.107089, -1.354137], [0.302482, 1.559916, -0.356611], [-0.305447, -0.380258, 0.349124], [-1.315260, -0.862151, -1.518549], [-0.653063, 0.007931, 1.769256], [1.492124, 0.787022, 0.680836], [2.291036, 0.858189, -1.673812], [-1.540015, -0.413857, -0.545546], [-2.344868, -0.989571, -0.078896]],
  "forces_ev_per_a": [[0.08, 0.04, 0.12], [0.42, -0.18, -0.14], [0.05, -0.14, 0.04], [0.05, 0.08, 0.05], [-0.12, 0.04, -0.04], [-0.04, 0.13, 0.03], [-0.09, 0.12, -0.05], [0.01, -0.04, -0.07], [0.06, -0.13, 0.03], [-0.05, 0.01, -0.02], [0.00, 0.08, 0.14], [-0.27, 0.09, 0.09], [-0.10, -0.04, -0.10], [-0.11, -0.12, 0.03], [-0.04, 0.00, -0.06], [0.13, 0.06, -0.07]],
  "nbo_charge": [0.206, -0.521, 0.215, -0.384, 0.101, 0.214, 0.203, -0.604, 0.205, -0.331, 0.210, 0.456, 0.202, 0.214, -0.611, 0.225]
}